Entry 1:
# C5H15NO2

A cluster of 2 separate species, C5H15NO2 in total (wB97M-V/def2-TZVPD, the OMol25 dataset).

Values from the calculation:
HOMO-LUMO gap in eV: 9.711
SMILES string: CC(C)CO.NCO

Atoms and positions in Å:
O -0.4930 -1.6836 0.8364
O 1.8412 -0.9141 0.8560
N -2.6210 -0.8257 1.5825
C 0.3421 0.4784 -0.9008
C 0.1783 1.9949 -1.0193
C -1.2961 -1.2053 1.9384
C 1.0980 -0.1074 -2.0926
C 1.5072 0.3241 0.4997
H -2.6530 -0.0344 0.9525
H 0.5271 -0.0010 -3.0185
H 2.0538 0.3996 -2.2389
H -0.4067 -0.8926 0.0784
H 1.3180 -1.1620 -1.9234
H -0.7956 -0.3443 2.3929
H 1.1439 2.5006 -1.0501
H -3.1547 -1.5940 1.1980
H -1.3272 -2.0240 2.6569
H -0.3657 2.2574 -1.9277
H -0.6951 0.1201 -0.9985
H 2.3535 0.8712 0.0763
H 1.0078 0.9188 1.2823
H 0.8235 -1.4706 0.9942
H -0.3865 2.3937 -0.1746

Cartesian forces, eV/Å:
-0.2102 1.7603 -2.2848
-1.6914 -2.3118 0.5144
-0.0404 -0.0612 0.0059
2.4921 1.0266 0.4659
-0.1405 -0.1556 -0.0035
-0.0302 0.3286 -0.0200
-0.1363 0.0068 0.0907
-2.5163 0.8582 -1.8381
-0.0128 -0.0389 0.0613
0.0037 -0.0853 -0.0126
-0.0074 0.0458 0.0809
-0.6352 -2.3453 2.4762
-0.0218 -0.0567 -0.0783
-0.0045 -0.1037 -0.0056
0.0493 -0.0205 0.0068
0.0321 0.0427 -0.0307
0.0545 0.0288 -0.0999
-0.0016 0.0613 -0.0719
-0.0069 -0.4256 0.7135
-0.1030 0.0665 0.0029
0.1446 0.0846 0.0179
2.7586 1.2445 -0.0326
0.0234 0.0497 0.0415

=====

Entry 2:
# C5H15NO2

A cluster of 3 separate species, C5H15NO2 in total (wB97M-V/def2-TZVPD, the OMol25 dataset).

Values from the calculation:
HOMO-LUMO gap (alpha / beta) in eV: 10.724 / 7.010
Charge: +1
Multiplicity: 2
Expectation value of S²: 0.755

Atoms and positions in Å:
O -3.5826 5.4931 -0.5507
O 1.0203 -5.2748 3.4253
N -0.1758 -0.1189 -0.9109
C 2.1388 -0.2773 -0.2599
C 1.1487 -0.3593 -1.4341
C 1.2508 -0.2276 0.9986
C -0.1732 0.0335 0.5329
C -1.3582 0.2828 -1.6622
H -2.2681 -0.1288 -1.2882
H -0.9416 -0.6069 1.0646
H 1.7469 0.5030 1.6558
H 1.4865 -1.1874 1.4414
H 0.1527 -5.0071 3.7709
H 2.7509 -1.1828 -0.2386
H -1.2315 -0.0697 -2.6822
H 1.0235 -1.3245 -2.0153
H -3.0974 6.1107 -1.1034
H -0.4603 1.0422 0.8149
H 2.8150 0.5626 -0.5118
H 1.1645 0.2508 -2.3626
H 1.4502 -4.5393 3.8906
H -3.4615 4.6330 -0.9532
H -1.3986 1.3927 -1.6218

Cartesian forces, eV/Å:
0.0055 0.0468 0.2208
-0.5917 1.4008 0.8767
-0.4896 0.3739 1.4593
0.1632 0.0369 -2.0169
-1.6815 -0.9512 -1.8140
2.1100 0.0979 -0.1970
-0.2026 -0.6610 1.4237
1.3478 0.3800 -0.7517
-0.4665 -0.3316 0.7044
0.6921 0.3874 -0.9554
-1.0088 0.0292 0.0191
-0.9925 -0.2163 0.4602
-0.4562 -0.9708 -0.5184
-0.0212 0.2608 -0.1394
-0.0377 0.2515 -0.1652
0.4690 0.1310 0.9750
0.0077 0.0594 -0.0693
-0.2395 0.4306 -0.3487
-0.4210 -0.2117 0.7901
0.8467 0.5109 0.6921
1.0444 -0.4136 -0.3434
-0.0224 -0.0916 -0.1658
-0.0554 -0.5495 -0.1363

=====

Going through the records in order, we get energy above the lowest of the compared OMol25 structures with the same formula, charge and spin values of 64.83, 31.28 kcal/mol.